No. 1
2 unconnected molecules or ions with the total composition C6H11NO2 at a distorted geometry, computed with wB97M-V/def2-TZVPD.

M   129.2 g mol⁻¹
Kohn-Sham gap   8.61 eV
Relative energy (zero: lowest compared OMol25 entry of this formula, charge and spin)   6.294 eV
HOMO   -7.97 eV

Cartesian coordinates (Å):
C 0.629 -0.631 -1.027
C 0.792 0.639 1.634
C -1.877 -0.779 0.362
C 1.151 1.194 0.300
C -0.306 1.189 0.807
C -0.971 0.306 -0.147
O 0.738 -1.771 -0.208
O 0.082 -0.993 -2.266
N 1.502 2.210 -0.393
H -0.750 -1.455 -2.096
H 1.475 -2.304 -0.540
H 1.638 -0.319 -1.313
H 2.375 2.014 -0.895
H 0.889 -0.430 1.782
H 1.131 1.244 2.468
H -0.716 2.171 1.017
H -1.396 0.870 -0.979
H -2.802 -0.316 0.733
H -2.151 -1.492 -0.420
H -1.433 -1.347 1.179

=====

No. 2
2 unconnected molecules or ions with the total composition C2H4OS2 at a distorted geometry, computed with wB97M-V/def2-TZVPD.

M   108.2 g mol⁻¹
Kohn-Sham gap (spin up / spin down)   7.44 / 7.43 eV
Relative energy (zero: lowest compared OMol25 entry of this formula, charge and spin)   3.349 eV
HOMO (spin up / spin down)   -10.10 / -10.10 eV

Cartesian coordinates (Å):
C -1.514 0.319 0.553
C -0.977 -0.336 -0.465
O 2.443 -1.421 -0.123
S 3.073 1.416 -0.674
S 2.281 0.152 0.514
H -1.676 1.376 0.645
H -2.157 -0.366 1.074
H -1.358 -1.301 -0.609
H -0.115 0.162 -0.916

=====

No. 3
C26H27N3O5S2 in the gas phase at a distorted geometry, computed with wB97M-V/def2-TZVPD.

M   525.7 g mol⁻¹
Structure (SMILES)   CCN(Cc1ccccc1)S(=O)(=O)c1ccc(S(=O)(=O)N(Cc2ccccn2)Cc2ccco2)cc1
Kohn-Sham gap   8.69 eV
HOMO   -8.54 eV

Cartesian coordinates (Å):
C -3.509 5.802 3.346
H -3.565 6.853 3.620
H -4.267 5.591 2.596
H -3.713 5.200 4.229
C -2.132 5.487 2.771
N -1.997 4.123 2.294
S -2.852 3.793 0.888
O -4.079 3.099 1.169
O -2.920 4.999 0.117
C -1.755 2.655 0.035
C -2.287 1.529 -0.561
C -1.446 0.655 -1.234
C -0.091 0.924 -1.276
C 0.436 2.062 -0.691
C -0.406 2.946 -0.038
H -0.035 3.846 0.423
H 1.499 2.230 -0.753
S 1.052 -0.163 -2.147
O 1.135 0.280 -3.503
O 2.251 -0.203 -1.357
N 0.207 -1.601 -2.121
C 0.186 -2.308 -0.856
C 1.192 -3.428 -0.750
N 0.691 -4.656 -0.786
C 1.525 -5.680 -0.726
C 2.899 -5.538 -0.626
C 3.421 -4.254 -0.573
C 2.555 -3.175 -0.626
H 2.911 -2.158 -0.602
H 4.487 -4.096 -0.490
H 3.541 -6.404 -0.589
H 1.062 -6.657 -0.760
H 0.371 -1.554 -0.090
H -0.814 -2.737 -0.719
C 0.194 -2.382 -3.341
C 1.491 -3.077 -3.599
C 1.801 -4.376 -3.882
C 3.211 -4.424 -4.012
C 3.646 -3.153 -3.797
O 2.613 -2.334 -3.553
H 4.626 -2.720 -3.793
H 3.808 -5.285 -4.232
H 1.114 -5.191 -3.978
H -0.613 -3.116 -3.283
H -0.006 -1.667 -4.145
H -1.828 -0.230 -1.717
H -3.348 1.352 -0.482
C -2.125 3.057 3.278
C -1.190 1.931 2.930
C 0.184 2.141 2.963
C 1.059 1.126 2.626
C 0.571 -0.117 2.258
C -0.796 -0.334 2.223
C -1.672 0.686 2.553
H -2.738 0.517 2.521
H -1.183 -1.304 1.944
H 1.257 -0.913 2.009
H 2.124 1.298 2.654
H 0.562 3.109 3.256
H -1.862 3.465 4.257
H -3.159 2.695 3.308
H -1.946 6.122 1.903
H -1.348 5.661 3.514

=====

No. 4
2 unconnected molecules or ions with the total composition C5H12Se at a distorted geometry, computed with wB97M-V/def2-TZVPD.

M   151.1 g mol⁻¹
Kohn-Sham gap (spin up / spin down)   6.26 / 6.26 eV
Relative energy (zero: lowest compared OMol25 entry of this formula, charge and spin)   2.450 eV
HOMO (spin up / spin down)   -8.15 / -8.16 eV

Cartesian coordinates (Å):
C 0.984 -1.182 -1.585
C 0.442 -1.397 0.835
C 1.027 0.739 0.101
C -2.527 2.148 0.951
C 0.347 -0.518 -0.335
Se -1.540 -0.160 -0.776
H 1.994 -1.614 -1.361
H 0.189 -1.966 -1.948
H 1.262 -0.359 -2.303
H -0.029 -2.370 0.590
H 1.544 -1.652 1.019
H -0.095 -1.039 1.703
H 0.847 1.485 -0.694
H 0.778 1.002 1.165
H 2.187 0.614 -0.038
H -2.477 1.260 1.413
H -1.486 2.517 0.627
H -3.445 2.491 0.636

=====

No. 5
2 unconnected molecules or ions with the total composition C3H10N2 at a distorted geometry, computed with wB97M-V/def2-TZVPD.

M   74.1 g mol⁻¹
Structure (SMILES)   C=NC.CN
Kohn-Sham gap   9.95 eV
Relative energy (zero: lowest compared OMol25 entry of this formula, charge and spin)   3.116 eV
HOMO   -9.25 eV

Cartesian coordinates (Å):
C -2.693 0.541 0.004
N -2.215 0.372 1.310
H -2.273 0.019 -0.882
H -3.765 0.168 -0.124
H -2.830 1.637 -0.104
H -1.210 0.708 1.308
H -2.247 -0.681 1.442
C 2.602 -0.655 -1.255
C 1.581 0.209 0.620
N 2.471 0.406 -0.285
H 2.145 -0.307 -2.192
H 3.728 -0.977 -1.173
H 2.202 -1.568 -0.739
H 1.844 0.444 1.582
H 0.658 -0.316 0.487

=====

No. 6
2 unconnected molecules or ions with the total composition CHClF2OS at a distorted geometry, computed with wB97M-V/def2-TZVPD.

M   134.5 g mol⁻¹
Structure (SMILES)   FC(F)Cl.O=S
Kohn-Sham gap (spin up / spin down)   7.79 / 7.77 eV
Relative energy (zero: lowest compared OMol25 entry of this formula, charge and spin)   0.914 eV
HOMO (spin up / spin down)   -9.55 / -9.56 eV

Cartesian coordinates (Å):
C 1.064 -0.590 0.063
O -2.449 0.575 0.532
F 1.803 -1.043 -0.896
F 1.873 -0.474 1.126
S -2.892 1.609 -0.464
Cl 0.468 1.023 -0.490
H 0.133 -1.099 0.127

=====

No. 7
A molecular structure, C4H5N3, computed with wB97M-V/def2-TZVPD.

M   95.1 g mol⁻¹
Kohn-Sham gap   8.33 eV
Relative energy (zero: lowest compared OMol25 entry of this formula, charge and spin)   8.242 eV
HOMO   -8.18 eV

Cartesian coordinates (Å):
N 1.243 0.826 -0.557
C 0.147 0.479 0.284
C 0.721 -0.559 1.232
N 0.385 -1.643 0.621
C -0.753 -0.910 -0.099
N -1.228 -0.201 -1.285
C -1.155 0.784 -0.375
H 1.798 0.037 -0.876
H 0.958 1.381 -1.357
H 1.453 -0.482 2.037
H -1.607 -1.219 0.513
H -1.914 1.547 -0.171

=====

No. 8
2 unconnected molecules or ions with the total composition C2H6N2O3 at a distorted geometry, computed with wB97M-V/def2-TZVPD.

M   106.1 g mol⁻¹
Structure (SMILES)   NC(=O)NC=O.O
Kohn-Sham gap   10.85 eV
Relative energy (zero: lowest compared OMol25 entry of this formula, charge and spin)   1.198 eV
HOMO   -10.50 eV

Cartesian coordinates (Å):
O 0.340 -1.166 -1.647
C 0.687 -0.688 -0.563
N 0.061 0.397 -0.034
C -0.097 1.714 -0.614
N -0.041 1.611 -1.993
O 0.078 2.670 0.090
H 1.114 -1.400 0.172
H 0.205 0.434 0.992
H -0.569 2.257 -2.564
H -0.217 0.619 -2.231
H -0.988 -2.153 2.203
H -0.382 -1.894 3.497
O -0.191 -2.402 2.693

=====

No. 9
A molecular structure, C31H42BrKN2OSSi3 at a distorted geometry, computed with wB97M-V/def2-TZVPD.

M   694.0 g mol⁻¹
Kohn-Sham gap   6.68 eV
HOMO   -6.51 eV

Cartesian coordinates (Å):
K -0.084 -1.058 -0.241
C 2.420 -2.478 2.082
Si 1.505 -0.956 2.750
C -0.167 -1.685 3.262
C 2.328 -0.520 4.383
C 1.417 0.373 1.513
Si 0.723 1.934 2.120
C -0.007 3.065 0.788
C 1.930 3.023 3.076
C -0.731 1.694 3.298
Si 2.952 0.567 0.596
C 4.535 0.612 1.620
C 3.053 2.086 -0.517
C 3.279 -0.839 -0.700
C 4.566 -1.135 -1.161
C 4.761 -2.093 -2.141
C 3.660 -2.751 -2.669
C 2.414 -2.408 -2.181
N 2.219 -1.488 -1.232
H 2.431 -3.267 2.841
H 3.458 -2.268 1.809
H 1.938 -2.885 1.187
H 0.010 -2.511 3.960
H -0.726 -2.098 2.416
H -0.813 -0.959 3.757
H 2.390 -1.398 5.035
H 1.749 0.244 4.911
H 3.337 -0.126 4.240
H 0.713 3.338 0.014
H -0.375 3.987 1.250
H -0.856 2.571 0.305
H 2.754 3.359 2.437
H 2.372 2.463 3.905
H 1.443 3.914 3.484
H -1.522 1.084 2.850
H -1.156 2.672 3.544
H -0.436 1.219 4.237
H 4.438 1.393 2.380
H 5.425 0.839 1.025
H 4.708 -0.332 2.144
H 3.008 3.020 0.050
H 2.242 2.097 -1.253
H 4.001 2.072 -1.063
H 5.415 -0.611 -0.740
H 5.759 -2.327 -2.493
H 3.763 -3.507 -3.436
H 1.520 -2.889 -2.572
O -1.495 -0.656 -2.147
S -1.741 0.795 -1.852
C -1.331 1.735 -3.302
C -0.825 3.014 -3.135
C -0.512 3.759 -4.266
C -0.691 3.209 -5.527
C -1.176 1.913 -5.672
C -1.500 1.163 -4.554
C -3.510 1.021 -1.848
C -4.043 2.229 -1.420
C -5.420 2.383 -1.410
C -6.240 1.333 -1.809
C -5.689 0.125 -2.212
C -4.309 -0.041 -2.231
H -0.662 3.416 -2.140
H -0.115 4.759 -4.159
H -0.439 3.788 -6.406
H -1.298 1.486 -6.659
H -1.865 0.147 -4.638
H -3.394 3.036 -1.098
H -5.854 3.318 -1.082
H -7.316 1.456 -1.795
H -6.332 -0.693 -2.510
H -3.849 -0.976 -2.524
Br -3.836 -6.277 3.001
C -3.031 -4.998 1.881
C -3.612 -3.754 1.724
C -2.975 -2.850 0.889
N -1.844 -3.113 0.236
C -1.310 -4.322 0.404
C -1.859 -5.303 1.215
H -4.525 -3.488 2.237
H -3.399 -1.861 0.745
H -0.385 -4.523 -0.128
H -1.382 -6.266 1.324

=====

No. 10
A molecular structure, C30H18F5IMgN5O3S3 at a distorted geometry, computed with wB97M-V/def2-TZVPD.

M   838.9 g mol⁻¹
Kohn-Sham gap   6.26 eV
Relative energy (zero: lowest compared OMol25 entry of this formula, charge and spin)   1.205 eV
Net charge   -1
HOMO   -4.27 eV

Cartesian coordinates (Å):
Mg 0.371 0.713 0.809
O 3.316 3.112 1.909
C 2.437 2.508 1.283
N 2.171 1.220 1.295
C 2.792 0.426 2.305
C 1.736 -0.153 3.193
C 2.078 -0.964 4.278
C 1.087 -1.419 5.118
C -0.221 -1.015 4.879
C -0.468 -0.219 3.782
N 0.478 0.197 2.949
C 1.504 3.249 0.373
C 1.968 4.333 -0.361
C 1.104 4.979 -1.222
C -0.219 4.561 -1.261
C -0.591 3.480 -0.484
N 0.247 2.825 0.312
H 3.379 -0.389 1.866
H 3.465 1.052 2.915
H 3.108 -1.252 4.412
H 1.313 -2.078 5.942
H -1.030 -1.324 5.521
H -1.470 0.116 3.555
H 3.001 4.619 -0.249
H 1.450 5.779 -1.856
H -0.933 5.029 -1.916
H -1.608 3.104 -0.531
O -0.356 3.437 -3.773
S 0.787 2.576 -3.568
O 2.070 3.214 -3.660
N 0.594 1.725 -2.179
C 0.128 0.537 -2.440
S -0.464 -0.485 -1.263
C 0.095 0.150 -3.862
C -0.307 -1.056 -4.415
C -0.241 -1.201 -5.793
C 0.207 -0.163 -6.598
C 0.598 1.050 -6.042
C 0.549 1.178 -4.676
H -0.657 -1.850 -3.773
H -0.541 -2.132 -6.249
H 0.247 -0.296 -7.668
H 0.932 1.868 -6.660
I -2.266 -2.192 1.187
C -2.971 -0.220 1.036
C -4.308 -0.001 0.730
C -4.785 1.296 0.816
C -3.917 2.302 1.226
C -2.596 1.973 1.480
N -2.127 0.736 1.370
H -4.950 -0.825 0.456
H -5.818 1.525 0.600
H -4.261 3.318 1.344
H -1.880 2.711 1.816
F -0.456 -7.754 0.839
C -0.014 -6.477 0.907
C 0.250 -5.882 2.136
F 0.061 -6.598 3.266
C 0.715 -4.585 2.200
F 0.963 -4.059 3.420
C 0.968 -3.810 1.047
S 1.675 -2.272 1.138
C 0.654 -4.438 -0.180
F 0.823 -3.754 -1.326
C 0.195 -5.736 -0.253
F -0.059 -6.302 -1.452

=====

No. 11
4 unconnected molecules or ions with the total composition C36H68N4O10 at a distorted geometry, computed with wB97M-V/def2-TZVPD.

M   717.0 g mol⁻¹
Structure (SMILES)   CCOC(=O)CCCc1cc2c(c([C@@H](C)CC)c1)C(=O)NC2=O.COCCNCCOC.COCCNCCOC.COCCNCCOC
Kohn-Sham gap   8.50 eV
Relative energy (zero: lowest compared OMol25 entry of this formula, charge and spin)   1.702 eV
HOMO   -8.69 eV

Cartesian coordinates (Å):
C -2.449 -2.624 -0.010
C -1.500 -3.209 -1.051
O -0.359 -2.380 -1.303
C -0.588 -1.297 -2.056
O -1.648 -1.050 -2.558
C 0.619 -0.426 -2.212
C 0.797 0.598 -1.079
C 0.692 0.069 0.353
C 1.995 -0.456 0.892
C 2.683 0.189 1.914
C 3.883 -0.373 2.325
C 4.406 -1.545 1.786
C 3.697 -2.259 0.800
C 4.140 -3.596 0.195
C 4.902 -4.525 1.148
C 2.882 -4.372 -0.290
C 1.874 -4.673 0.828
C 2.507 -1.651 0.370
C 5.724 -1.759 2.436
O 6.651 -2.451 2.142
N 5.814 -0.852 3.568
C 4.786 0.124 3.374
O 4.726 1.148 3.979
H -2.483 -1.544 -0.109
H -2.126 -2.903 0.985
H -3.454 -2.978 -0.215
H -2.012 -3.483 -1.965
H -1.101 -4.130 -0.636
H 0.476 0.123 -3.136
H 1.507 -1.042 -2.348
H 0.028 1.355 -1.216
H 1.741 1.110 -1.243
H 0.352 0.883 0.986
H -0.032 -0.737 0.441
H 2.329 1.101 2.363
H 4.694 -3.371 -0.715
H 5.967 -4.452 0.973
H 4.637 -5.549 0.904
H 4.708 -4.333 2.194
H 2.403 -3.869 -1.124
H 3.237 -5.318 -0.692
H 1.584 -5.716 0.855
H 2.282 -4.426 1.805
H 1.002 -4.035 0.714
H 1.921 -2.125 -0.396
H 6.683 -0.339 3.408
C -0.591 7.745 1.025
O 0.527 7.432 0.218
C 1.771 7.903 0.721
C 2.641 6.758 1.192
N 2.105 6.146 2.402
C 2.745 4.891 2.787
C 2.643 3.706 1.833
O 1.327 3.184 1.700
C 0.510 3.862 0.758
H -1.485 7.496 0.454
H -0.603 7.164 1.954
H -0.618 8.810 1.270
H 1.622 8.635 1.520
H 2.280 8.408 -0.104
H 3.646 7.136 1.403
H 2.716 6.043 0.361
H 1.116 5.978 2.274
H 2.299 4.583 3.736
H 3.803 5.085 2.986
H 3.245 2.904 2.265
H 3.074 3.914 0.847
H 1.092 4.251 -0.081
H -0.047 4.671 1.235
H -0.221 3.149 0.374
C -1.872 5.560 4.223
O -1.932 4.364 3.469
C -1.317 3.241 4.098
C -2.348 2.223 4.535
N -3.147 2.713 5.652
C -4.308 1.891 5.979
C -5.402 1.728 4.929
O -6.131 2.909 4.653
C -5.549 3.780 3.701
H -2.209 6.370 3.577
H -2.525 5.527 5.101
H -0.849 5.774 4.548
H -0.688 3.552 4.937
H -0.668 2.778 3.350
H -1.833 1.308 4.842
H -2.966 1.987 3.658
H -3.463 3.650 5.442
H -4.771 2.329 6.866
H -3.955 0.895 6.267
H -6.132 1.022 5.333
H -5.027 1.285 3.998
H -4.990 3.233 2.938
H -4.894 4.516 4.175
H -6.359 4.323 3.215
C -3.581 -6.257 -8.610
O -2.185 -6.038 -8.655
C -1.806 -4.677 -8.818
C -1.165 -4.128 -7.561
N -2.138 -3.981 -6.487
C -1.563 -3.678 -5.179
C -0.628 -4.704 -4.545
O -1.259 -5.907 -4.151
C -1.406 -6.884 -5.165
H -3.743 -7.332 -8.667
H -4.027 -5.889 -7.680
H -4.084 -5.783 -9.458
H -2.660 -4.064 -9.121
H -1.067 -4.644 -9.624
H -0.732 -3.148 -7.783
H -0.344 -4.806 -7.291
H -2.678 -4.833 -6.414
H -2.398 -3.524 -4.491
H -1.035 -2.721 -5.247
H -0.246 -4.259 -3.620
H 0.250 -4.915 -5.168
H -0.584 -6.850 -5.884
H -2.358 -6.777 -5.694
H -1.406 -7.861 -4.683

=====

No. 12
A molecular structure, C5F17NO19S7Y at a distorted geometry, computed with wB97M-V/def2-TZVPD.

M   1014.4 g mol⁻¹
Kohn-Sham gap   2.30 eV
Relative energy (zero: lowest compared OMol25 entry of this formula, charge and spin)   17.857 eV
Net charge   -3
HOMO   -3.90 eV

Cartesian coordinates (Å):
Y 0.158 -0.099 0.010
N 3.427 -2.413 -0.632
S 4.922 -2.253 -0.583
O 5.541 -2.040 -1.879
O 5.725 -2.827 0.496
F 4.888 -0.712 -0.183
S 3.635 -4.095 -0.987
O 3.992 -4.998 0.147
O 3.928 -4.417 -2.347
F 2.032 -4.375 -1.052
C -2.918 5.606 2.371
F -3.724 6.542 2.860
F -2.109 6.181 1.521
F -2.317 5.019 3.397
S -3.858 4.161 1.462
O -4.479 4.732 0.297
O -2.833 3.151 1.063
O -4.824 3.685 2.465
C 0.695 0.978 6.462
F 1.353 2.088 6.778
F 0.749 0.152 7.481
F -0.625 1.159 6.295
S 1.542 0.147 4.968
O 2.897 -0.261 5.344
O 0.677 -0.869 4.361
O 1.595 1.106 3.883
C -3.443 -5.552 2.543
F -2.145 -5.839 2.499
F -4.222 -6.702 2.557
F -3.686 -4.857 3.659
S -3.895 -4.444 1.004
O -2.935 -3.268 0.881
O -3.715 -5.342 -0.153
O -5.269 -3.950 1.189
C -1.746 -3.158 -6.471
F -0.467 -3.597 -6.453
F -2.193 -3.109 -7.710
F -2.397 -4.071 -5.785
S -1.827 -1.401 -5.723
O -1.168 -0.601 -6.749
O -3.225 -1.084 -5.560
O -1.055 -1.376 -4.423
C 3.161 6.177 -1.987
F 3.382 5.932 -0.642
F 2.162 7.030 -2.056
F 4.276 6.698 -2.527
S 2.661 4.552 -2.882
O 3.947 3.952 -3.201
O 1.861 3.699 -1.955
O 1.871 4.964 -4.053